This record from the Open Molecules 2025 dataset describes a molecular structure, C21H43N2P3PdS at a distorted geometry. The level of theory is wB97M-V/def2-TZVPD.

Last column: Löwdin spin population.
Atoms and positions in Å:
Pd: 0.7810 0.2919 -0.5582  0.62
P: -0.4597 2.4323 1.2912  0.26
P: -1.8521 -0.5277 0.1817  0.24
P: 2.7284 1.0570 0.4965  0.21
H: 0.4748 1.5435 -2.1895  0.01
C: 1.5075 1.2108 -2.1028  0.03
C: 1.8157 -0.1408 -2.3810  0.15
H: 1.3173 -0.5664 -3.2440  0.01
C: -1.0151 3.6921 0.0776  0.03
C: -1.8851 2.5037 2.4592  0.04
C: 0.6347 3.4647 2.3450  0.04
C: -2.4658 -2.1632 -0.3862  0.06
C: -2.5889 -0.6944 1.8531  0.02
C: -3.0212 0.5679 -0.6803  0.03
C: 3.9193 -0.1437 -0.1049  0.02
C: 3.2010 1.1004 2.2452  0.05
C: 3.0661 2.7566 -0.0609  0.02
H: 2.3641 1.8721 -2.1817  0.01
H: 2.8516 -0.4897 -2.4501  0.01
H: -1.4120 4.5680 0.6080  0.01
H: -1.7846 3.2517 -0.5655  0.00
H: -0.1735 3.9861 -0.5546  0.00
H: -2.0122 3.5375 2.7921  0.01
H: -1.6738 1.8955 3.3416  0.00
H: -2.8120 2.1546 2.0010  0.00
H: 0.0617 4.3137 2.7405  0.01
H: 1.5001 3.8261 1.7877  0.00
H: 0.9695 2.8684 3.1998  0.00
H: -3.5183 -2.0622 -0.6458  0.01
H: -2.3287 -2.8914 0.4148  0.00
H: -1.9480 -2.5396 -1.2708  0.00
H: -3.6742 -0.5194 1.8055  0.00
H: -2.1339 0.0018 2.5623  0.00
H: -2.3997 -1.7030 2.2395  0.00
H: -3.9249 0.0086 -0.9412  0.01
H: -2.5469 0.9198 -1.6001  0.00
H: -3.2938 1.4212 -0.0603  0.00
H: 4.8391 -0.0267 0.4723  0.00
H: 4.1344 0.0213 -1.1552  0.00
H: 3.5234 -1.1570 0.0063  0.00
H: 4.3083 1.1289 2.2550  0.01
H: 2.8491 0.1981 2.7641  0.00
H: 2.8155 1.9845 2.7687  0.00
H: 4.0777 2.7784 -0.4852  0.01
H: 2.9995 3.4566 0.7900  0.00
H: 2.3687 3.1078 -0.8300  0.00
C: -0.9177 -3.1466 -3.6290  0.19
C: -0.6162 -1.9057 -3.0414  0.09
C: -1.0857 -0.7166 -3.5982  0.04
C: -1.9332 -0.7659 -4.7040  0.13
C: -2.2567 -1.9843 -5.2947  0.02
C: -1.7111 -3.1695 -4.7859  0.06
S: -0.2554 -4.6055 -2.9673  0.45
H: -1.2380 -4.9330 -2.1641  0.03
H: 0.0793 -1.9094 -2.2007  0.01
H: -0.8230 0.2313 -3.1338  0.00
H: -2.3076 0.1665 -5.1132  0.01
H: -2.8896 -2.0302 -6.1881  0.00
H: -1.9589 -4.1419 -5.2042  0.00
C: 0.4515 -0.3981 3.7976  0.04
C: 0.6439 -1.4660 2.7966  0.21
N: 0.7282 -1.4152 1.4605  0.11
C: 0.8106 -2.7302 1.0294  0.25
C: 0.8125 -3.5729 2.1155  0.34
N: 0.7048 -2.7594 3.2262  0.04
H: -0.4991 0.1205 3.6459  0.02
H: 1.2244 0.3704 3.7294  0.01
H: 0.4506 -0.8540 4.8008  0.00
H: 0.8510 -3.0012 -0.0195  0.01
H: 0.8796 -4.6590 2.1847  0.01
H: 0.6714 -3.0204 4.2071  0.00

Properties
**LUMO energy (alpha / beta)**: -11.099 / -15.836 eV
**Total energy**: -67589.25356 eV
**HOMO level (alpha / beta)**: -18.62 / -20.16 eV
**Total charge**: +4
**Frontier orbital gap (alpha / beta)**: 7.524 / 4.329 eV
**Spin multiplicity**: 5
**Relative energy (zero: lowest compared OMol25 entry of this formula, charge and spin)**: 135.3 kcal/mol


This record from the Open Molecules 2025 dataset describes a molecular structure, C6H10OSi2 at a distorted geometry. The level of theory is wB97M-V/def2-TZVPD.

Last column: Löwdin charge in e.
Atoms and positions in Å:
C: 1.9459 2.4079 -1.4863  0.02
C: -2.4929 2.1856 1.5370  0.06
C: 1.7917 1.6080 -0.6032  -0.21
C: -2.1992 1.3988 0.6746  -0.22
C: 3.0779 -0.8724 0.5644  -0.20
C: -2.6567 -1.4193 -0.6234  -0.21
O: 0.2451 -0.5496 0.4581  -0.44
Si: 1.5725 0.2842 0.6957  0.26
Si: -1.6496 0.1739 -0.5822  0.79
H: 2.0537 3.1179 -2.2565  0.01
H: -2.7592 2.8709 2.2908  0.02
H: 3.9386 -0.4390 1.0668  0.02
H: 2.8724 -1.8336 1.0264  0.02
H: 3.3526 -1.0540 -0.4709  0.02
H: -3.5092 -1.3320 -1.2941  0.03
H: -2.0441 -2.2542 -0.9532  0.03
H: -3.0321 -1.6585 0.3696  0.04
H: 1.5599 0.9891 1.9946  -0.02
H: -1.0881 0.7572 -1.7897  -0.02

Properties
**LUMO energy**: -0.108 eV
**Total energy**: -24184.56968 eV
**HOMO level**: -9.45 eV
**Frontier orbital gap**: 9.339 eV
**Relative energy (zero: lowest compared OMol25 entry of this formula, charge and spin)**: 61.6 kcal/mol


This record from the Open Molecules 2025 dataset describes a molecular structure, C30H31N3O6PRuSe2. The level of theory is wB97M-V/def2-TZVPD.

Last column: Löwdin spin population.
Atoms and positions in Å:
Ru: 0.0997 -0.6039 0.2999  3.85
N: -2.3309 -0.4195 0.6065  0.11
N: -2.8666 -1.7141 0.6022  0.01
C: -1.9836 -2.7978 0.6881  0.02
O: -2.4158 -3.8910 0.9927  0.02
O: -0.7513 -2.5213 0.3701  0.18
H: -2.5310 0.0753 1.4682  0.00
H: -2.6833 0.1200 -0.1771  0.00
H: -3.7532 -1.8505 1.0596  0.00
C: 1.1408 7.0361 0.3090  0.00
C: 2.0615 6.0095 0.4753  0.00
C: 1.6415 4.6889 0.4555  0.00
C: 0.2921 4.3740 0.2872  0.01
C: -0.6247 5.4093 0.1225  0.00
C: -0.2001 6.7323 0.1304  0.00
P: -0.1649 2.5985 0.2391  0.05
C: -1.9933 2.6821 0.2042  0.00
C: -2.7904 2.8307 1.3384  0.00
C: -4.1741 2.8415 1.2268  0.00
C: -4.7760 2.7110 -0.0188  0.00
C: -3.9914 2.5708 -1.1552  0.00
C: -2.6072 2.5501 -1.0414  0.00
C: 0.1901 2.0329 1.9386  0.04
C: 0.3269 2.8617 3.0504  0.00
C: 0.5699 2.3065 4.2987  0.01
C: 0.6707 0.9273 4.4361  0.00
C: 0.5432 0.1022 3.3246  0.04
C: 0.3171 0.6373 2.0531  0.15
H: 1.4693 8.0673 0.3186  0.00
H: 3.1106 6.2377 0.6146  0.00
H: 2.3660 3.8912 0.5800  0.00
H: -1.6764 5.1901 -0.0105  0.00
H: -0.9239 7.5269 -0.0001  0.00
H: -2.3262 2.9282 2.3129  0.00
H: -4.7845 2.9527 2.1144  0.00
H: -5.8551 2.7175 -0.1031  0.00
H: -4.4537 2.4638 -2.1282  0.00
H: -1.9920 2.4040 -1.9219  0.00
H: 0.2487 3.9375 2.9401  0.00
H: 0.6793 2.9485 5.1638  0.00
H: 0.8595 0.4951 5.4114  0.00
H: 0.6382 -0.9713 3.4551  0.00
C: 3.1848 0.9128 -2.0720  0.01
Se: 2.7704 0.9144 -0.1783  0.09
C: 4.0917 -0.4027 0.3820  0.00
C: 3.7047 -1.8296 0.0280  0.01
Se: 2.2252 -2.4176 1.1501  0.13
C: 1.7528 -3.9850 0.1143  0.01
H: 4.2034 1.2614 -2.2253  0.00
H: 2.4866 1.6078 -2.5356  0.00
H: 3.0328 -0.0798 -2.4861  0.00
H: 4.1899 -0.2735 1.4610  0.00
H: 5.0467 -0.1314 -0.0680  0.00
H: 4.5399 -2.5108 0.1918  0.00
H: 3.3678 -1.9141 -1.0045  0.00
H: 2.5986 -4.6687 0.1075  0.00
H: 1.4793 -3.6621 -0.8858  0.00
H: 0.8914 -4.4326 0.5989  0.00
O: 1.0730 -1.4557 -1.8311  0.06
C: 0.1221 -0.8682 -2.3888  0.02
O: -0.6934 -0.1489 -1.7297  0.11
C: -0.0810 -0.9821 -3.8665  0.00
C: 0.7517 -1.7907 -4.6295  0.00
C: 0.5654 -1.8935 -6.0009  0.00
C: -0.4530 -1.1862 -6.6197  0.00
C: -1.2685 -0.3865 -5.8381  0.00
C: -1.1068 -0.2714 -4.4734  0.00
N: -2.3557 0.3740 -6.4884  0.00
O: -2.4874 0.2504 -7.6887  0.00
O: -3.0517 1.0756 -5.7830  0.00
H: 1.5402 -2.3392 -4.1317  0.00
H: 1.2124 -2.5267 -6.5924  0.00
H: -0.6234 -1.2446 -7.6843  0.00
H: -1.7630 0.3539 -3.8878  0.00

Properties
**LUMO energy (alpha / beta)**: -0.476 / -1.100 eV
**Total energy**: -190927.83880 eV
**HOMO level (alpha / beta)**: -7.45 / -8.36 eV
**Frontier orbital gap (alpha / beta)**: 6.978 / 7.264 eV
**Spin multiplicity**: 6
**Relative energy (zero: lowest compared OMol25 entry of this formula, charge and spin)**: 0.8 kcal/mol


This record from the Open Molecules 2025 dataset describes 3 unconnected molecules or ions with the total composition C2H12NO2S at a distorted geometry. The level of theory is wB97M-V/def2-TZVPD.

Last column: Löwdin charge in e.
Atoms and positions in Å:
C: -0.1597 -0.5076 0.1255  -0.15
C: 0.0693 0.2414 -1.1955  -0.54
S: 0.4908 2.0003 -1.0149  0.77
N: 1.3038 -0.5688 0.6970  0.13
H: -0.5665 -1.5309 -0.0724  0.13
H: -0.9460 -0.0150 0.8212  0.16
H: -0.8811 0.2324 -1.8163  0.11
H: 0.7730 -0.1614 -1.7443  0.01
H: 1.5483 2.1958 -1.7681  -0.14
H: 1.7401 0.3958 0.5445  0.13
H: 1.9485 -1.2446 0.2837  0.09
H: 1.4254 -0.5294 1.7321  0.18
H: 1.8267 -3.7312 0.1490  0.08
H: 3.3005 -3.0101 0.4074  0.01
O: 2.4469 -3.0059 0.1370  0.02
H: -4.0845 1.0890 2.2846  0.04
H: -4.7276 -0.3773 1.9365  0.01
O: -4.6710 0.5384 1.7407  -0.05

Properties
**LUMO energy**: -3.374 eV
**Total energy**: -18681.25584 eV
**HOMO level**: -13.37 eV
**Total charge**: +1
**Frontier orbital gap**: 9.992 eV
**Relative energy (zero: lowest compared OMol25 entry of this formula, charge and spin)**: 45.5 kcal/mol